Formula: C24H25BF6FeN2O5S
Source: the OMol25 dataset
Level of theory: ωB97M-V/def2-TZVPD

```
65
Properties=species:S:1:pos:R:3:forces:R:3:lowdin_charge:R:1
Fe -0.147 0.437 0.393 0.088 0.602 0.095 0.80
S 1.482 1.865 2.771 -0.143 0.202 -0.035 1.05
F -2.665 3.930 3.493 -0.010 -0.005 0.039 0.09
F -0.734 -1.556 -1.339 -0.089 -0.096 -0.080 0.12
F -1.961 -0.082 -0.124 0.116 -0.267 0.000 0.03
F -2.276 4.945 -1.028 0.003 0.026 -0.034 0.09
F -2.453 -2.343 -0.031 -0.007 0.077 -0.024 0.18
F -2.924 -1.142 -1.945 0.041 0.016 0.069 0.21
O -2.586 -2.102 3.576 0.067 0.023 -0.020 0.17
O 2.759 -2.429 -0.994 -0.027 0.014 0.037 0.19
O 1.375 1.239 1.378 0.136 -0.392 -0.140 -0.55
O 1.723 -0.608 -0.376 -0.173 -0.011 -0.034 0.04
O -1.597 -0.284 2.711 0.051 -0.038 0.053 0.11
N -0.019 1.356 -1.386 -0.081 0.208 0.207 0.08
N 0.121 -1.802 1.338 0.037 -0.063 -0.062 0.18
C -1.532 2.422 2.114 0.062 -0.029 -0.001 -0.05
C -1.299 2.940 -0.233 0.096 -0.057 -0.043 -0.09
C 4.159 1.014 2.328 0.043 0.029 0.033 -0.27
C -0.164 2.656 -3.824 0.005 -0.026 0.043 -0.02
C 0.536 1.468 -3.699 -0.004 0.053 -0.080 -0.02
C -0.718 -3.769 2.417 0.027 -0.057 0.016 0.05
C -1.672 -1.478 2.845 -0.085 0.010 -0.115 -0.43
C -0.712 2.513 -1.501 0.030 0.034 0.056 -0.16
C -2.231 3.606 2.268 -0.026 0.040 0.039 -0.26
C -0.711 -2.403 2.175 -0.086 0.037 0.145 -0.16
C 4.141 -0.484 2.056 0.018 -0.019 -0.033 -0.08
C 3.129 1.421 3.380 0.008 0.156 0.037 -0.31
C -0.795 3.185 -2.714 0.000 -0.058 0.013 0.03
C 2.734 3.839 0.175 0.028 0.007 -0.024 -0.09
C -1.072 2.089 0.853 -0.109 0.115 0.021 -0.10
C 1.079 -3.942 0.874 -0.017 -0.030 0.016 0.04
C 0.583 0.851 -2.468 -0.020 -0.171 0.035 -0.06
C 1.843 -1.805 -0.270 0.068 -0.044 -0.049 -0.44
C -2.024 4.108 -0.011 0.030 0.013 -0.005 -0.20
C 2.865 4.140 1.666 -0.025 0.009 0.017 -0.26
C 0.990 -2.574 0.689 0.061 -0.005 -0.071 -0.16
C -2.503 4.468 1.229 0.018 -0.004 -0.006 0.09
C 0.204 -4.557 1.758 -0.004 0.065 -0.018 0.01
C 1.698 3.639 2.510 -0.049 0.013 0.077 -0.32
B -2.070 -1.360 -0.919 0.037 -0.178 -0.140 -1.16
H 4.934 -0.763 1.363 -0.018 0.009 -0.018 0.09
H 1.110 -0.079 -2.347 -0.039 0.029 0.038 0.11
H 2.978 0.625 4.109 -0.061 -0.022 -0.032 0.09
H 1.738 4.020 3.536 0.033 0.032 -0.021 0.10
H 0.238 -5.626 1.915 0.000 0.006 0.000 0.13
H 4.293 -1.045 2.981 0.007 -0.004 -0.009 0.08
H 2.600 2.776 -0.016 0.022 -0.008 -0.008 0.05
H 3.623 4.174 -0.360 -0.022 0.030 0.013 0.08
H 3.428 2.313 3.935 0.051 -0.051 0.021 0.10
H 1.036 1.009 -4.538 -0.001 0.017 0.001 0.12
H 1.875 4.364 -0.249 -0.024 -0.019 0.012 0.08
H -3.063 5.380 1.374 0.003 -0.006 -0.012 0.14
H 2.891 5.222 1.815 0.022 0.003 -0.022 0.12
H -1.354 4.103 -2.777 0.001 0.007 -0.030 0.11
H 2.745 -3.385 -0.870 0.010 -0.017 0.005 0.12
H -1.439 -4.187 3.103 0.000 -0.005 -0.005 0.13
H 4.008 1.574 1.406 -0.021 -0.052 -0.024 0.09
H 0.742 3.965 2.092 0.002 -0.069 -0.010 0.09
H -1.385 1.805 2.984 -0.020 -0.018 -0.024 0.09
H 3.815 3.774 2.060 -0.027 -0.069 0.002 0.10
H 3.188 -0.778 1.621 0.000 0.017 0.083 0.04
H -0.223 3.166 -4.776 -0.005 -0.003 0.001 0.12
H 5.139 1.304 2.712 0.000 -0.004 -0.012 0.12
H -3.192 -1.438 3.941 -0.025 0.002 0.020 0.15
H 1.804 -4.547 0.345 -0.005 -0.006 -0.006 0.12
```
Forces are in eV/Å.

Properties
- HOMO level (alpha / beta) (eV) = -11.365 / -11.373
- Kohn-Sham gap (alpha / beta) (eV) = 7.9 / 7.9
- energy relative to the best compared isomer or geometry (same formula, charge and spin) (kJ/mol) = 15.02
- molecular weight (g mol⁻¹) = 634.185
- ⟨S²⟩ = 1.01
- spin multiplicity = 2
- charge = +1